1.
8
Properties=species:S:1:pos:R:3 method="wB97M-V/def2-TZVPD" energy_ha=-5338.655227 homo_energy_ev=-9.736 gap_ev=8.67 de_lowest_kcal_mol=59.69
C 0.79659 -0.45094 -0.49003
C -0.29747 0.50115 -0.47933
C -0.11594 -0.45676 0.67962
O 1.75308 -0.90576 -1.01713
Br -1.82809 0.39308 -1.62413
Br 0.51292 0.20036 2.38289
H 0.02176 1.96857 -0.27289
H -0.84286 -1.24970 0.82100

=====

2.
8
Properties=species:S:1:pos:R:3 method="wB97M-V/def2-TZVPD" energy_ha=-5338.582430 homo_energy_ev="-8.834 / -8.392" gap_ev="8.44 / 6.96" de_lowest_kcal_mol=105.37
C -1.00801 -0.12978 0.75258
C 1.37610 0.66566 -0.13536
C -0.62237 -0.57535 1.86225
O 1.49661 1.80519 -0.18583
Br -1.71781 -1.50358 3.29509
Br 1.29926 -0.90918 2.36854
H -1.64488 0.13212 -0.04174
H 1.97756 -0.13097 -0.09227

=====

3.
12
Properties=species:S:1:pos:R:3 method="wB97M-V/def2-TZVPD" energy_ha=-8805.813411 homo_energy_ev=-9.126 gap_ev=8.46
C -0.22233 1.49050 0.30032
C 0.79677 0.56026 -0.50242
C -1.56942 1.61681 -0.35527
O 0.08780 -0.41905 -1.19108
Br -2.62015 3.13268 0.30562
Br -2.66951 -0.00061 0.07246
Br -1.42305 1.90218 -2.28076
I 0.71258 3.40070 0.78600
I 2.08144 -0.42829 0.97057
I 1.99920 1.59558 -1.90851
H -0.62294 0.94612 1.13138
H -0.11639 -0.34788 -2.13879

=====

4.
12
Properties=species:S:1:pos:R:3 method="wB97M-V/def2-TZVPD" energy_ha=-4177.000560 total_charge=-2 homo_energy_ev=0.176 gap_ev=5.09 de_lowest_kcal_mol=22.69
C 0.60003 0.00859 0.98710
C 0.29070 0.34293 2.24584
C -0.68641 0.71685 -1.18293
O 1.59821 -0.65426 -1.63463
O 0.25604 -1.09029 0.49222
O -0.40490 -2.16391 -1.92538
P 0.16741 -0.89379 -1.43695
Cl 0.49554 1.92982 2.83847
Cl -0.77567 -0.60528 3.23288
Br -1.02034 1.18092 -3.13882
H 1.28961 0.70746 0.40002
H -1.81024 0.52096 -0.87781

=====

5.
9
Properties=species:S:1:pos:R:3 method="wB97M-V/def2-TZVPD" energy_ha=-2898.758558 homo_energy_ev=-8.979 gap_ev=8.97 de_lowest_kcal_mol=36.62
C 0.16118 -1.20590 0.15025
C -0.92555 -0.18151 0.03849
C -0.45704 1.02952 -0.19418
N 1.35506 -0.68485 0.03942
N 1.43500 0.56442 0.15583
F -0.78112 2.27851 -0.16936
Br -2.79405 -0.80221 -0.09717
H -0.12409 -2.18963 0.23295
H 2.13062 1.19165 -0.15623

=====

6.
9
Properties=species:S:1:pos:R:3 method="wB97M-V/def2-TZVPD" energy_ha=-2894.713209 smiles="O=C=CBr.N=C=O" homo_energy_ev=-9.535 gap_ev=9.04 de_lowest_kcal_mol=21.85
O -1.90310 -1.52030 0.82490
C -1.76208 -0.59295 0.14958
C -1.76875 0.28940 -0.76960
Br -1.59102 2.08072 0.03467
H -1.39544 0.23663 -1.71563
N 2.34671 -0.81806 0.44714
C 2.15101 0.36469 0.32060
O 2.24981 1.53447 0.16285
H 1.67287 -1.57460 0.54549

=====

7.
9
Properties=species:S:1:pos:R:3 method="wB97M-V/def2-TZVPD" energy_ha=-2894.661689 homo_energy_ev=-10.193 gap_ev=8.16 de_lowest_kcal_mol=54.18
C 0.58448 -0.01003 0.88261
C -0.95757 1.47720 0.03716
C -1.51406 0.18166 -0.58018
N 0.26429 1.27336 0.66481
O -1.55078 2.52906 -0.01891
O -0.02031 -0.99727 0.45962
Br -3.19658 -0.35984 0.13996
H 1.64827 -0.27938 1.29596
H -1.45095 -0.37500 -1.55555

=====

8.
8
Properties=species:S:1:pos:R:3 method="wB97M-V/def2-TZVPD" multiplicity=3 energy_ha=-740.278913 total_charge=+2 homo_energy_ev="-17.614 / -17.651" gap_ev="6.85 / 7.34" de_lowest_kcal_mol=31.77
H -4.88261 -0.24525 -1.15149
O 3.55820 1.03140 0.50292
H 4.37986 0.91673 -0.00309
C -3.89733 -0.30373 -0.71821
C -2.80161 -0.49492 -0.20730
O 1.57586 0.06832 0.69347
C 2.64327 0.21321 0.15181
Ce -0.57564 -1.18576 0.73189

=====

9.
9
Properties=species:S:1:pos:R:3 method="wB97M-V/def2-TZVPD" energy_ha=-1145.345944 smiles=Clc1nc[nH]c1Cl homo_energy_ev=-8.680 gap_ev=8.65 de_lowest_kcal_mol=45.97
Cl -0.16332 -2.03139 -2.10985
C -0.08905 -0.88520 -0.76584
N -0.44624 -1.25107 0.47923
C -0.08409 -0.33668 1.27945
N 0.39138 0.77352 0.65619
C 0.31584 0.49998 -0.66226
Cl 0.48684 1.58356 -1.97063
H -0.39432 -0.32687 2.39311
H -0.01704 1.97417 0.70060

=====

10.
10
Properties=species:S:1:pos:R:3 method="wB97M-V/def2-TZVPD" energy_ha=-1625.987076 homo_energy_ev=-9.662 gap_ev=9.40 de_lowest_kcal_mol=37.12
C -0.14380 1.60908 0.13107
C -0.14170 0.20784 0.33968
C -2.25726 0.04538 -0.00819
N -0.09455 2.72562 -0.13682
O 0.39597 -0.65372 -0.51051
Cl -2.84926 -0.97005 1.23089
Cl -2.15372 -0.83516 -1.53454
Cl -3.15636 1.56703 -0.05636
H -0.33372 -0.04150 1.41370
H 0.06658 -0.35157 -1.31965

=====

11.
15
Properties=species:S:1:pos:R:3 method="wB97M-V/def2-TZVPD" energy_ha=-3095.504731 homo_energy_ev=-9.939 gap_ev=9.11
N 2.34484 -0.11035 -0.42712
C 1.03916 0.26480 -0.28906
N 0.51862 1.40880 -0.50403
Cl 1.65584 2.65943 -1.04199
C 0.13970 -0.84166 0.17407
Cl 0.32683 -2.40557 -0.92721
Cl 0.62837 -1.48008 1.65931
C -1.29808 -0.49162 0.22164
N -2.09958 -1.03372 -0.64401
Cl -3.75946 -0.74807 -0.63036
N -1.72704 0.38836 1.18736
Cl -0.48163 1.16584 2.19476
Cl -2.66250 1.63828 0.37552
H 2.53542 -1.09299 -0.50369
H 2.83949 0.67853 -0.84519

=====

12.
11
Properties=species:S:1:pos:R:3 method="wB97M-V/def2-TZVPD" energy_ha=-939.631355 homo_energy_ev=-10.293 gap_ev=10.93 de_lowest_kcal_mol=40.24
C 2.00889 -0.66666 0.31105
C 0.17804 0.14753 -0.04722
C -1.51891 0.90143 -0.87376
N 1.42868 0.31189 -0.38793
N 1.20791 -1.35030 1.07691
N -0.00789 -0.84500 0.85442
F -2.53944 0.05780 -0.75790
F -1.29188 1.14793 -2.16664
Cl -1.75568 2.33555 0.05980
H 2.99978 -1.02544 0.38229
H -0.70950 -1.01472 1.54897

=====

13.
10
Properties=species:S:1:pos:R:3 method="wB97M-V/def2-TZVPD" energy_ha=-950.475213 smiles="O=C=C(F)C(F)F.Cl" homo_energy_ev=-10.074 gap_ev=9.30 de_lowest_kcal_mol=32.64
O 2.01388 1.83067 -1.08400
C 1.29403 1.21861 -0.41623
C 0.53024 0.38452 0.27817
F -0.19346 0.91550 1.29814
C 0.19378 -1.06943 0.04444
F 0.02605 -1.39096 -1.24215
F 1.31648 -1.79968 0.45779
H -0.62934 -1.36774 0.74690
Cl -2.86418 0.53738 0.18239
H -1.68747 0.74113 -0.26545

=====

14.
10
Properties=species:S:1:pos:R:3 method="wB97M-V/def2-TZVPD" energy_ha=-1183.236444 smiles=Fc1nc(S)[nH]c1Cl homo_energy_ev=-8.377 gap_ev=8.84 de_lowest_kcal_mol=22.86
F -0.55082 -2.52196 0.72773
C -0.29108 -1.30169 0.27590
N -1.08895 -0.19876 0.66635
C -0.48853 0.81741 0.03245
S -0.99073 2.57179 -0.15291
N 0.75824 0.35538 -0.53989
C 0.84870 -1.03155 -0.47016
Cl 2.20084 -1.97489 -0.57821
H -1.89316 2.26521 0.91747
H 1.49549 1.01907 -0.87873

=====

15.
9
Properties=species:S:1:pos:R:3 method="wB97M-V/def2-TZVPD" energy_ha=-982.838892 smiles=Clc1cn[nH]c1I homo_energy_ev=-8.478 gap_ev=8.77 de_lowest_kcal_mol=26.46
Cl -2.23385 1.25124 -0.97004
C -0.75637 0.52697 -0.48504
C 0.52392 0.60678 -1.06790
N 1.45702 -0.05246 -0.37741
N 0.88339 -0.71741 0.62937
C -0.43462 -0.58163 0.67336
I -1.75637 -1.30485 2.04900
H 0.75624 1.51584 -1.76857
H 1.56064 -1.24447 1.31722

=====

16.
7
Properties=species:S:1:pos:R:3 method="wB97M-V/def2-TZVPD" energy_ha=-630.327813 smiles=N#CCl.C#C homo_energy_ev=-10.503 gap_ev=11.02 de_lowest_kcal_mol=63.41
N 2.47881 -1.50296 0.36380
C 2.69054 -0.40452 0.14688
Cl 3.23876 1.02563 -0.19425
C -0.10610 -0.11452 -0.51428
C -0.66422 -0.19831 0.55496
H 0.35633 0.38514 -1.35401
H -1.08196 -0.82225 1.32187

=====

17.
10
Properties=species:S:1:pos:R:3 method="wB97M-V/def2-TZVPD" energy_ha=-815.183403 smiles="O=c1nncc(Cl)[nH]1" homo_energy_ev=-9.745 gap_ev=8.96 de_lowest_kcal_mol=10.96
O -2.37634 -1.42087 -0.00701
C -1.55059 -0.54118 0.00738
N -1.87099 0.83786 -0.00125
N -0.95247 1.72556 -0.00229
C 0.39102 1.40897 0.00144
C 0.77922 0.11012 0.00083
Cl 2.41695 -0.40701 -0.00222
N -0.16735 -0.85248 0.00958
H 1.08740 2.23531 -0.00076
H 0.05295 -1.79328 -0.00564

=====

18.
8
Properties=species:S:1:pos:R:3 method="wB97M-V/def2-TZVPD" energy_ha=-705.663903 smiles="N#CC(=O)CCl" homo_energy_ev=-11.509 gap_ev=11.01 de_lowest_kcal_mol=12.68
N 2.60840 -0.39129 -0.08400
C 1.58615 0.14954 -0.07152
C 0.14293 0.69708 -0.04952
O 0.10277 1.90908 -0.01274
C -0.83189 -0.42827 0.05734
Cl -2.45731 0.12239 -0.08480
H -0.60001 -0.93979 0.98700
H -0.55103 -1.11875 -0.74177

=====

19.
9
Properties=species:S:1:pos:R:3 method="wB97M-V/def2-TZVPD" energy_ha=-801.393167 total_charge=-1 homo_energy_ev=-4.179 gap_ev=7.88 de_lowest_kcal_mol=46.14
C -0.55630 0.67514 1.06977
C 0.66197 -0.96804 -0.89836
C -0.09779 -0.35533 0.14231
O -1.44984 0.03767 0.21546
O -0.45982 1.18303 2.15112
O 0.25724 -1.71944 0.21836
Cl -0.23628 2.90990 -0.17523
H 0.23820 -1.01577 -1.87281
H 1.64262 -0.74716 -0.85063

=====

20.
10
Properties=species:S:1:pos:R:3 method="wB97M-V/def2-TZVPD" multiplicity=5 energy_ha=-1798.771468 total_charge=+1 homo_energy_ev="-12.327 / -12.327" gap_ev="7.73 / 3.80" de_lowest_kcal_mol=107.20
H 0.31240 3.18979 -0.28716
C 1.02419 2.29592 -2.21254
C 0.52905 2.21374 -0.77118
O 0.45522 1.15568 -0.19210
C -2.38429 0.23706 1.16753
O -2.24618 1.18810 0.53306
O -2.70818 -0.56136 1.95943
O 2.18039 2.47311 -2.47616
Co -4.07500 -1.09923 3.38781
H 0.14964 2.52890 -2.88019